<w>
Computed, not measured: the ion C6H9N2 with charge +1, with ωB97M-V/def2-TZVPD.

total charge	+1
structure (SMILES)	C=C1C=CC(C[NH3+])=N1
Kohn-Sham gap (alpha / beta)	8.8 / 8.8	eV

```
17
C6H9N2, DFT ωB97M-V/def2-TZVPD
C -3.036 -1.049 0.185
C -1.894 -0.375 -0.047
C -1.696 1.009 -0.482
C -0.410 1.347 -0.266
C 0.240 0.152 0.180
C 1.638 -0.012 0.667
N 2.696 -0.382 -0.423
N -0.595 -0.839 0.400
H -2.914 -2.053 0.507
H -4.044 -0.479 0.094
H -2.533 1.653 -0.746
H 0.181 2.232 -0.628
H 1.864 0.986 1.115
H 1.682 -0.891 1.248
H 2.202 -0.839 -1.087
H 3.171 0.445 -0.791
H 3.447 -0.904 0.075
```


<x>
Computed, not measured: a structure of composition C6H9N2, with ωB97M-V/def2-TZVPD.

total charge	+1
Kohn-Sham gap	8.5	eV

```
17
C6H9N2, DFT ωB97M-V/def2-TZVPD
C -2.270 0.915 0.343
C -0.938 0.963 0.517
C -1.414 -0.913 -0.425
C 2.068 0.240 0.569
C 2.294 0.045 -0.827
C 0.830 -0.724 0.359
N -2.588 -0.249 -0.321
N -0.409 -0.278 0.093
H -2.866 1.816 0.373
H -0.310 1.770 0.884
H -1.158 -1.911 -0.882
H 2.884 -0.193 1.295
H 1.795 1.220 1.024
H 1.821 0.602 -1.735
H 2.748 -0.899 -1.172
H 0.992 -1.798 0.319
H -3.478 -0.605 -0.412
```


Which of them is the most stable? Correct choice: <w>.


<w>
Computed, not measured: a cluster of 3 separate species, C2H9O2S in total, with ωB97M-V/def2-TZVPD.

total charge	-1
Kohn-Sham gap	7.1	eV

```
14
C2H9O2S, DFT ωB97M-V/def2-TZVPD
C 2.029 1.202 -0.474
C 0.453 1.066 -0.818
S -0.313 -0.054 0.352
H 2.633 1.175 -1.382
H 2.082 2.247 -0.147
H 2.289 0.564 0.362
H 0.139 2.103 -0.666
H 0.403 0.737 -1.854
H -2.794 -2.319 -1.324
H -1.641 -1.524 -0.836
O -1.830 -2.322 -1.380
H -0.647 -1.430 3.053
H -1.355 -0.542 2.099
O -1.449 -0.903 3.015
```


<x>
Computed, not measured: a cluster of 3 separate species, C2H9O2S in total, with ωB97M-V/def2-TZVPD.

total charge	-1
Kohn-Sham gap	6.8	eV

```
14
C2H9O2S, DFT ωB97M-V/def2-TZVPD
C 1.356 1.787 -0.826
C 0.143 0.871 -1.118
S -0.725 0.225 0.367
H 0.889 2.757 -0.611
H 1.892 1.479 0.074
H 2.024 1.934 -1.680
H -0.473 1.544 -1.737
H 0.429 -0.028 -1.655
H -0.203 -2.991 -1.397
H 0.620 -2.257 -0.334
O 0.649 -2.964 -0.987
H -1.607 -0.687 3.792
H -2.514 -0.702 2.594
O -2.480 -0.970 3.518
```


Which of them is the most stable? Correct choice: <x>.


<w>
Computed, not measured: a cluster of 2 separate species, C3H11N in total, with ωB97M-V/def2-TZVPD.

structure (SMILES)	CC.CN
Kohn-Sham gap	10.3	eV

```
15
C3H11N, DFT ωB97M-V/def2-TZVPD
C -1.853 -0.164 -0.554
C -2.614 -0.983 -1.596
H -2.300 -0.233 0.440
H -0.841 -0.505 -0.302
H -1.751 0.865 -0.899
H -3.655 -0.686 -1.695
H -2.570 -2.042 -1.319
H -2.129 -0.954 -2.573
C 2.875 0.776 0.899
N 1.560 0.350 1.325
H 3.155 1.646 1.494
H 3.607 0.029 1.230
H 3.071 0.929 -0.172
H 1.330 -0.565 0.982
H 0.859 1.028 1.043
```


<x>
Computed, not measured: a cluster of 2 separate species, C3H11N in total, with ωB97M-V/def2-TZVPD.

structure (SMILES)	CNC.C
Kohn-Sham gap	9.8	eV

```
15
C3H11N, DFT ωB97M-V/def2-TZVPD
C 1.163 -0.786 -0.701
N 0.275 -0.179 0.285
C 0.442 -0.820 1.570
H 0.920 -1.849 -0.828
H 2.189 -0.629 -0.411
H 1.067 -0.266 -1.690
H 0.542 0.794 0.229
H 1.444 -0.610 1.985
H -0.262 -0.547 2.401
H 0.213 -1.896 1.556
C -1.780 1.575 -1.028
H -0.976 2.307 -0.938
H -1.483 0.889 -1.817
H -2.011 1.104 -0.092
H -2.628 2.152 -1.432
```


Which of them is the most stable? Correct choice: <w>.


<w>
Computed, not measured: a cluster of 2 separate species, C2HClO2 in total, with ωB97M-V/def2-TZVPD.

Kohn-Sham gap (alpha / beta)	9.8 / 6.8	eV

```
6
C2HClO2, DFT ωB97M-V/def2-TZVPD
C 0.651 0.639 1.506
C -1.119 -0.086 -1.736
O 1.776 0.492 1.374
O -0.711 0.573 -0.853
Cl -0.615 -1.560 -2.262
H 0.019 -0.058 1.970
```


<x>
Computed, not measured: a cluster of 2 separate species, C2HClO2 in total, with ωB97M-V/def2-TZVPD.

Kohn-Sham gap (alpha / beta)	8.1 / 8.1	eV

```
6
C2HClO2, DFT ωB97M-V/def2-TZVPD
C -2.970 -0.379 -0.116
C -0.367 0.645 0.310
O -3.736 0.396 0.237
O -2.179 -1.172 -0.358
Cl -0.152 0.404 1.937
H 0.447 0.408 -0.408
```


Which of them is the most stable? Correct choice: <x>.


<w>
Computed, not measured: a cluster of 2 separate species, C3H10NO2 in total, with ωB97M-V/def2-TZVPD.

total charge	+1
Kohn-Sham gap	10.5	eV

```
16
C3H10NO2, DFT ωB97M-V/def2-TZVPD
C 0.124 0.009 0.531
C 1.391 -0.282 -0.265
C 2.493 0.688 0.197
O 2.282 1.371 1.156
N -0.923 -1.056 0.096
H -0.258 1.005 0.272
H 0.157 -0.010 1.612
H 1.273 -0.388 -1.368
H 1.840 -1.271 -0.046
H 3.408 0.752 -0.402
H -0.838 -1.801 0.788
H -0.550 -1.449 -0.765
H -1.898 -0.698 0.021
H -2.561 1.369 -0.031
H -2.887 1.108 -1.323
O -3.052 0.652 -0.474
```


<x>
Computed, not measured: a cluster of 2 separate species, C3H10NO2 in total, with ωB97M-V/def2-TZVPD.

total charge	+1
Kohn-Sham gap	10.3	eV

```
16
C3H10NO2, DFT ωB97M-V/def2-TZVPD
C -0.204 0.255 0.801
C 0.657 0.534 -0.410
C 2.082 0.809 0.036
O 2.378 0.842 1.196
N -1.657 0.019 0.380
H 0.063 -0.662 1.322
H -0.202 1.067 1.516
H 0.722 -0.364 -1.037
H 0.255 1.338 -1.035
H 2.830 0.933 -0.758
H -2.153 -0.241 1.237
H -2.082 0.908 0.088
H -1.783 -0.756 -0.332
H -1.378 -2.495 -1.683
H -2.453 -1.672 -2.390
O -2.106 -1.880 -1.512
```


Which of them is the most stable? Correct choice: <x>.


<w>
Computed, not measured: a cluster of 2 separate species, C3H5ClNP in total, with ωB97M-V/def2-TZVPD.

structure (SMILES)	C=CC#N.PCl
Kohn-Sham gap	10.0	eV

```
11
C3H5ClNP, DFT ωB97M-V/def2-TZVPD
C -1.752 1.075 0.013
C -2.180 0.056 -0.755
C -2.641 -1.133 -0.136
N -2.775 -2.021 0.541
H -1.405 1.955 -0.539
H -1.699 0.986 1.037
H -2.169 0.097 -1.786
P 3.022 -0.894 -0.556
Cl 4.687 -0.057 0.311
H 2.288 -1.490 0.493
H 1.978 0.015 -0.582
```


<x>
Computed, not measured: a cluster of 2 separate species, C3H5ClNP in total, with ωB97M-V/def2-TZVPD.

Kohn-Sham gap (alpha / beta)	7.7 / 5.7	eV

```
11
C3H5ClNP, DFT ωB97M-V/def2-TZVPD
C 0.170 -2.265 -1.508
C 0.860 0.613 -0.064
C -0.260 0.802 0.959
N 0.914 -2.828 -2.158
P -1.469 -0.607 0.890
Cl -2.804 0.282 -0.352
H 0.416 0.324 -1.044
H 1.437 1.629 0.026
H 1.339 -0.302 0.335
H -0.761 1.688 0.969
H 0.159 0.664 1.947
```


Which of them is the most stable? Correct choice: <w>.